Density functional theory data (the ωB97M-V functional and the def2-TZVPD basis) for a structure of composition C46H43F4N4O2SeTeZr in a non-equilibrium geometry.

Values from the calculation:
DFT total energy = -143240.9625 eV
Maximum force = 2.272 eV/A
2S+1 = 1
Total charge = +1
Energy relative to the best compared isomer or geometry (same formula, charge and spin) = 0.0 kcal per mole
M = 1057.65 g/mol
Frontier orbital gap = 0.22512 hartree
LUMO level = -3.99 eV

```
102
Properties=species:S:1:pos:R:3:forces:R:3:mulliken_charge:R:1
Zr 1.396290 0.918889 -0.075519 -0.4 0.1 -0.2 0.30
C 1.281181 4.559119 2.814624 -0.5 0.1 0.6 -1.51
C 1.306370 3.706291 1.568669 0.0 0.2 -0.8 -0.44
N 0.777117 2.327920 1.752840 0.6 -0.6 -0.2 1.35
C -0.633964 2.318975 2.204047 -0.3 -0.6 0.1 -0.62
C -1.540128 3.170578 1.358268 0.5 -0.3 -1.2 -1.24
C 1.577083 1.602420 2.792334 -0.4 -1.3 -0.5 -0.87
C 3.037843 1.479736 2.390031 -0.7 0.4 0.3 -1.41
N 3.148824 1.069896 0.993949 -1.1 -0.2 0.0 1.01
C 4.392622 0.947104 0.471286 2.2 0.0 -0.3 0.23
C 4.532110 0.545617 -0.859618 0.8 0.1 0.2 -0.01
F 3.352964 0.296626 -1.494770 -0.5 -0.1 -0.1 -0.32
C 5.736669 0.439357 -1.530751 0.2 0.5 0.4 0.01
F 5.734278 0.089545 -2.818725 0.0 0.0 0.2 -0.27
C 6.933561 0.755164 -0.865829 -0.6 -0.9 -1.1 -0.44
C 6.850674 1.064671 0.459004 -1.0 0.3 0.2 -0.04
F 7.938823 1.304649 1.157850 0.5 0.1 0.3 -0.28
C 5.623259 1.196337 1.110312 -0.1 0.0 0.1 0.23
F 5.680925 1.597288 2.395889 0.0 -0.1 -0.1 -0.32
H 1.645563 5.556732 2.620121 0.1 0.3 -0.4 0.49
H 1.950563 4.180250 3.593343 -0.3 -0.1 0.0 0.31
H 0.254357 4.684952 3.223597 0.7 -0.2 -0.1 0.26
H 2.325543 3.615164 1.159190 -0.4 0.1 0.2 0.42
H 0.712413 4.130434 0.743152 0.3 0.1 0.4 0.06
H -0.648974 2.682552 3.225430 -0.1 -0.1 0.4 0.62
H -0.970851 1.262489 2.198593 0.2 0.6 0.1 -0.05
H -1.300679 4.224467 1.467315 -0.2 0.1 -0.1 0.30
H -2.580623 3.009210 1.578332 -0.4 0.0 0.4 0.49
H -1.423194 2.868883 0.292632 0.0 0.4 0.4 0.12
H 1.127252 0.590133 2.895729 0.4 0.8 0.0 -0.19
H 1.480318 2.102709 3.736914 0.0 0.3 0.5 0.84
H 3.540258 0.808121 3.076089 0.0 -0.2 0.0 0.86
H 3.484857 2.455766 2.489006 0.4 0.3 0.1 0.67
H 7.889111 0.665148 -1.366578 -0.1 0.0 0.0 0.52
C -3.201573 -4.731926 0.755552 0.2 -0.7 0.2 -1.60
C -2.258089 -3.582936 0.915503 0.0 0.0 -0.1 0.18
C -1.533833 -3.378349 2.071710 0.0 -0.3 0.0 -0.90
C -0.602514 -2.344511 2.186417 0.4 0.2 0.1 0.35
C 0.284049 -2.324025 3.398483 -0.1 0.5 0.3 0.38
O 1.392488 -1.826683 3.327135 -0.1 -0.2 0.0 -0.55
C -0.203542 -2.890208 4.713946 0.2 -0.1 0.1 0.38
C 0.753066 -3.455659 5.576863 -0.3 0.3 -0.5 -0.42
C 0.409912 -3.879894 6.841776 0.0 0.0 -0.4 -0.72
C -0.892336 -3.746278 7.276313 -0.2 0.1 0.3 -0.41
C -1.843886 -3.186774 6.450206 -0.5 0.2 -0.3 -0.82
C -1.526723 -2.774187 5.162678 0.5 0.0 -0.1 -0.11
C -0.395294 -1.464091 1.102081 -1.0 -0.6 -0.6 -0.65
O 0.389992 -0.385724 1.136486 0.3 0.3 -0.2 0.46
C -1.112253 -1.722406 -0.121619 0.2 0.5 1.0 0.43
C -2.045582 -2.731938 -0.168877 -0.4 -0.4 -0.5 -0.40
C -0.748255 -0.760909 -1.190595 0.2 -0.1 0.1 0.60
N 0.514627 -0.676499 -1.531643 -0.4 0.3 -0.4 -0.42
C 1.344898 -1.870316 -1.309603 -0.5 -0.2 -0.2 0.11
C 1.013780 -3.047963 -2.251315 0.3 0.5 0.1 -1.40
Te 0.947619 -2.653328 -4.367415 0.0 0.0 0.1 0.21
C -1.158881 -2.698405 -4.486949 0.2 -0.2 0.0 -0.10
C -1.886424 -3.773348 -3.989080 0.4 -0.3 0.4 -0.41
C -3.272618 -3.722393 -3.955816 0.4 -1.0 0.3 -0.44
C -3.950410 -2.656052 -4.482506 0.4 0.6 -0.6 -0.68
C -3.219578 -1.606581 -5.050691 -0.4 0.2 -0.3 -0.32
C -1.829030 -1.629052 -5.062707 -0.2 0.3 0.5 -0.33
C -1.707779 0.210727 -1.720566 -0.1 -0.4 0.1 0.83
C -1.355089 0.935685 -2.859268 0.0 0.8 -0.1 -0.29
C -2.252790 1.841037 -3.396108 -0.3 0.3 -0.2 -1.27
C -3.556491 1.940239 -2.898522 0.2 0.5 -0.8 -0.71
C -3.929286 1.159476 -1.828347 -0.3 -0.1 0.9 -1.33
C -3.016813 0.328901 -1.210689 0.7 -0.2 -0.2 -0.36
H -3.252573 -5.336689 1.674458 0.1 0.2 -0.3 0.41
H -2.847539 -5.392424 -0.063958 -0.4 0.3 0.4 0.33
H -4.210922 -4.387776 0.543436 -0.1 0.0 -0.2 0.35
H -1.665064 -4.077848 2.907601 0.1 0.4 -0.4 0.54
H 1.772963 -3.568668 5.256472 0.2 0.1 -0.2 0.44
H 1.174018 -4.323223 7.446547 0.2 -0.2 0.4 0.43
H -1.174628 -4.047932 8.271115 0.0 -0.1 0.2 0.41
H -2.862335 -3.054410 6.797237 0.1 -0.1 0.0 0.39
H -2.301128 -2.341213 4.539578 0.1 0.0 0.0 0.45
H -2.628152 -2.944829 -1.076236 0.4 0.3 0.2 0.54
H 1.224319 -2.179593 -0.284963 0.2 -0.6 0.4 0.09
H 2.365575 -1.564196 -1.421864 0.5 -0.1 -0.3 0.48
H 0.056904 -3.513101 -2.026472 0.0 0.1 0.2 0.17
H 1.793654 -3.784559 -2.114771 0.1 -0.3 0.1 0.65
H -1.380556 -4.669513 -3.603147 -0.2 0.5 -0.2 0.48
H -3.806130 -4.572939 -3.536388 0.0 0.2 -0.1 0.46
H -5.019104 -2.717703 -4.527699 -0.4 0.4 0.0 0.47
H -3.728794 -0.755824 -5.509359 0.1 -0.3 0.2 0.40
H -1.250220 -0.773539 -5.405581 -0.3 -0.1 -0.2 0.41
H -0.372293 0.869831 -3.311750 0.0 -0.3 0.2 0.87
H -1.923381 2.489646 -4.205199 -0.2 -0.2 0.0 0.59
H -4.288680 2.629881 -3.355347 0.6 -0.4 0.3 0.47
H -4.914894 1.245595 -1.390780 -0.1 0.0 -0.2 0.47
H -3.296805 -0.246615 -0.344825 -0.1 -0.1 0.2 0.66
Se 1.890884 2.931414 -1.886077 0.4 -0.8 0.9 -0.10
C 0.564686 3.769258 -2.911834 -0.2 0.3 -0.7 0.27
C 0.636608 3.738775 -4.307751 0.5 -0.6 0.3 -0.33
C -0.316289 4.422858 -5.026790 0.0 0.2 -0.1 -0.55
N -1.289112 5.145871 -4.473833 -0.1 0.0 -0.7 -0.57
C -1.320043 5.213104 -3.159573 -0.1 0.1 0.1 -0.70
C -0.413915 4.559015 -2.350674 0.0 0.1 1.2 0.16
H 1.431863 3.183430 -4.816389 -0.4 0.2 0.2 0.43
H -0.266563 4.408292 -6.104957 -0.1 0.0 -0.2 0.36
H -2.103343 5.830372 -2.745970 -0.1 0.1 0.2 0.41
H -0.442739 4.692414 -1.263798 -0.1 -0.1 -0.4 0.30
```
Forces are in eV/Å.

***

Density functional theory data (the ωB97M-V functional and the def2-TZVPD basis) for an isolated molecule of C4H8N2.

Values from the calculation:
DFT total energy = -7256.1197 eV
Maximum force = 0.827 eV/A
2S+1 = 1
Energy relative to the best compared isomer or geometry (same formula, charge and spin) = 40.5 kcal per mole
M = 84.12 g/mol
Frontier orbital gap = 0.33978 hartree
LUMO level = 0.98 eV

```
14
Properties=species:S:1:pos:R:3:forces:R:3:mulliken_charge:R:1
C -1.509763 0.326970 0.136419 -0.1 -0.2 0.1 -0.49
C -0.481525 -0.785193 0.280536 0.0 -0.1 0.0 -0.59
C 0.863115 -0.036128 0.293525 0.0 -0.1 0.1 0.29
N 1.940354 -0.921222 -0.131051 0.1 0.2 -0.2 -0.64
C 0.636360 1.267863 -0.488971 -0.7 -0.3 0.2 -0.68
N -0.678141 1.371124 -0.502434 0.3 0.3 -0.2 -0.01
H -1.909567 0.676087 1.098422 0.2 0.0 -0.1 0.25
H -2.370123 0.057569 -0.488530 0.2 0.1 0.0 0.31
H -1.148709 2.152039 -0.947619 0.2 -0.1 0.1 0.20
H -0.607729 -1.407050 1.166042 -0.1 0.0 -0.1 0.32
H -0.520607 -1.429291 -0.606369 0.1 0.0 0.2 0.25
H 1.095932 0.278008 1.324217 -0.1 0.0 -0.1 0.30
H 1.854090 -1.090160 -1.130366 0.0 0.0 0.1 0.23
H 2.836317 -0.460611 -0.003827 -0.1 0.0 0.0 0.27
```
Forces are in eV/Å.

***

Density functional theory data (the ωB97M-V functional and the def2-TZVPD basis) for an isolated molecule of C2H2O2S in a non-equilibrium geometry.

Values from the calculation:
DFT total energy = -17035.0914 eV
Maximum force = 4.044 eV/A
2S+1 = 1
Energy relative to the best compared isomer or geometry (same formula, charge and spin) = 21.5 kcal per mole
M = 90.10 g/mol
Frontier orbital gap = 0.29802 hartree
Structure (SMILES) = O=C(O)C=S
LUMO level = -1.15 eV

```
7
Properties=species:S:1:pos:R:3:forces:R:3:mulliken_charge:R:1
C 0.445422 0.539279 -0.489851 -0.4 2.7 0.8 0.69
C -0.552380 0.191719 0.534966 -1.5 0.4 3.7 -0.22
H 0.926257 2.087195 -1.467038 -1.1 -0.5 0.8 0.35
H -1.069822 0.939908 1.413891 1.7 -1.4 -3.3 0.26
O 0.178728 1.777545 -0.874542 0.7 2.0 -1.7 -0.45
O 1.432607 -0.012903 -0.811675 1.2 -1.8 -0.5 -0.48
S -0.756585 -1.345639 0.829512 -0.6 -1.3 0.2 -0.16
```
Forces are in eV/Å.

***

Density functional theory data (the ωB97M-V functional and the def2-TZVPD basis) for a cluster of 3 separate species, C17H18F3N2O7S in total in a non-equilibrium geometry.

Values from the calculation:
DFT total energy = -54214.8828 eV
Maximum force = 4.398 eV/A
2S+1 = 1
Total charge = -1
M = 451.40 g/mol
Frontier orbital gap = 0.14783 hartree
LUMO level = 1.05 eV

```
48
Properties=species:S:1:pos:R:3:forces:R:3:mulliken_charge:R:1
C 1.336392 1.294991 4.974726 0.0 1.0 -0.3 -1.37
C 2.124172 2.318110 4.108876 -1.1 -1.5 -1.2 0.12
O 1.150010 3.263238 3.617767 0.3 0.3 0.6 -0.59
C 2.688672 1.561346 2.877558 1.9 -0.3 0.4 -0.20
C 4.238533 1.752548 2.727156 -1.3 -0.6 -1.6 -1.00
S 4.886122 0.395566 1.773247 1.6 2.1 3.5 1.09
O 6.105072 0.825564 1.128802 0.2 -0.3 -1.1 -0.67
O 5.082957 -0.794306 2.595246 -0.8 -0.9 -0.8 -0.71
C 3.740414 0.043800 0.346969 0.9 -0.3 0.7 0.69
F 4.288757 -0.863254 -0.477970 0.3 -0.1 -0.1 -0.28
F 3.571309 1.161728 -0.313394 -0.3 1.0 -0.9 -0.23
F 2.560002 -0.431689 0.680370 -1.0 -0.4 0.4 -0.21
H 0.807003 0.652254 4.267495 0.1 -0.3 0.2 0.34
H 0.559988 1.854100 5.507294 0.3 -0.1 0.4 0.40
H 1.975621 0.719878 5.643056 -0.1 -0.1 0.0 0.30
H 2.918810 2.812247 4.662857 -0.2 0.4 -0.1 0.43
H 0.483368 2.702208 3.202336 0.0 0.3 -0.1 0.33
H 2.492034 0.484778 2.998393 -0.5 0.2 0.0 0.23
H 2.229287 1.908895 1.947989 -0.4 0.1 0.3 0.21
H 4.730472 1.669832 3.701282 0.2 -0.4 -0.2 0.13
C 1.798908 -1.332784 -2.663319 0.0 0.0 0.0 -0.38
C 1.146789 -2.396860 -3.275020 0.1 0.1 0.1 -0.58
C -0.051734 -2.193513 -3.937178 0.0 -0.3 -0.1 -0.36
C -0.587394 -0.918202 -3.982818 0.2 0.0 0.1 -0.01
C 0.044351 0.151971 -3.371951 0.0 0.3 0.1 -0.09
C 1.242387 -0.060589 -2.709411 0.1 -0.1 0.0 -0.63
N -1.847310 -0.695494 -4.702359 -0.1 0.0 0.0 1.06
O -2.392029 -1.662300 -5.209488 0.0 0.1 0.1 -0.63
O -2.280600 0.440347 -4.750483 0.0 -0.2 0.0 -0.59
H 2.738451 -1.487525 -2.150681 0.0 0.0 0.0 0.47
H 1.577791 -3.388383 -3.236417 0.0 0.0 0.0 0.39
H -0.553198 -3.025212 -4.410419 -0.1 0.1 -0.1 0.44
H -0.381811 1.144401 -3.405921 -0.1 -0.1 -0.1 0.44
H 1.747214 0.767028 -2.229341 0.0 0.0 0.0 0.45
C -5.426962 -1.952446 -1.161359 0.0 0.0 0.0 -0.55
C -5.698451 -1.433732 0.097873 0.1 0.0 -0.1 -0.41
C -4.872423 -0.463304 0.641857 -0.2 0.0 0.2 -0.41
C -3.783584 -0.020743 -0.087265 -0.2 -0.2 -0.1 -0.23
C -3.497690 -0.533572 -1.338464 0.2 0.0 -0.3 -0.09
C -4.325152 -1.505805 -1.877324 -0.1 0.0 0.1 -0.22
N -2.917247 1.027034 0.475489 0.2 0.2 0.1 1.03
O -3.186151 1.443542 1.587073 0.0 -0.1 -0.2 -0.62
O -1.988775 1.415887 -0.205257 -0.1 -0.1 0.1 -0.59
H -6.077090 -2.706781 -1.586406 0.0 0.0 0.0 0.38
H -6.556959 -1.784312 0.655099 0.0 0.0 0.0 0.37
H -5.085748 -0.061407 1.621635 0.1 0.1 0.0 0.45
H -2.642072 -0.186623 -1.900445 0.0 0.1 0.1 0.49
H -4.112502 -1.912457 -2.857754 0.0 0.0 0.0 0.40
```
Forces are in eV/Å.

***

Density functional theory data (the ωB97M-V functional and the def2-TZVPD basis) for a cluster of 2 separate species, CH4Br2Si in total in a non-equilibrium geometry.

Values from the calculation:
DFT total energy = -149062.8921 eV
Maximum force = 2.005 eV/A
2S+1 = 1
Energy relative to the best compared isomer or geometry (same formula, charge and spin) = 76.8 kcal per mole
M = 203.94 g/mol
Frontier orbital gap (alpha / beta) = 0.29942 / 0.27787 hartree
LUMO level (alpha / beta) = -0.28 / -1.68 eV

```
8
Properties=species:S:1:pos:R:3:forces:R:3:mulliken_charge:R:1
C -2.265815 0.152333 0.005898 1.0 0.2 -1.2 -0.89
Si 1.904151 -0.327123 -0.269886 0.5 0.5 -0.2 0.40
Br 3.070806 1.636747 -0.225227 -0.6 -0.6 0.1 -0.19
Br 3.506780 -1.900339 -0.012963 -0.7 0.3 0.2 -0.19
H -2.309033 -0.190481 -0.997869 0.0 -0.4 -0.6 0.27
H -3.084292 -0.021139 0.606371 -1.4 -0.3 1.4 0.31
H -1.550039 0.910045 0.198640 0.4 0.5 0.5 0.31
H 0.727439 -0.260043 0.695033 0.7 -0.2 -0.1 -0.02
```
Forces are in eV/Å.

***

Density functional theory data (the ωB97M-V functional and the def2-TZVPD basis) for an isolated molecule of C4H5NO3S in a non-equilibrium geometry.

Values from the calculation:
DFT total energy = -22694.7992 eV
Maximum force = 4.392 eV/A
2S+1 = 1
Energy relative to the best compared isomer or geometry (same formula, charge and spin) = 35.7 kcal per mole
M = 147.16 g/mol
Frontier orbital gap = 0.35911 hartree
LUMO level = 0.23 eV

```
14
Properties=species:S:1:pos:R:3:forces:R:3:mulliken_charge:R:1
C 1.762354 -0.867292 -0.078623 0.7 -0.2 -0.4 0.53
C -1.365173 1.408059 -0.769965 0.3 0.0 0.8 -0.06
C -0.604452 -0.822470 0.211415 -1.8 -1.6 1.9 -0.80
C -0.516954 0.687283 0.233724 1.7 1.1 0.5 0.07
N 0.669567 -1.569681 0.161201 -2.2 3.8 0.4 -0.12
O -1.982019 0.830546 -1.597389 -1.1 -0.6 -1.6 -0.45
O 1.758818 1.618934 1.103312 0.9 0.4 0.4 -0.57
O 2.868636 -1.280256 -0.274400 0.4 0.5 0.1 -0.55
S 1.331502 1.014745 -0.165517 -0.9 -0.4 0.3 0.38
H -1.437404 2.504462 -0.665406 0.2 0.1 0.1 0.37
H -1.278350 -1.303004 1.038769 1.3 1.2 -1.2 0.28
H -1.113819 -1.063994 -0.685770 -0.7 -0.2 -1.0 0.37
H -0.618206 1.348434 1.155313 0.4 -1.6 -0.6 0.38
H 0.525504 -2.505772 0.333336 0.7 -2.5 0.2 0.18
```
Forces are in eV/Å.